A molecular structure, C33H81AsCl2F6N5O14Zn in a non-equilibrium geometry. Source: the OMol25 dataset; level of theory: ωB97M-V/def2-TZVPD.

Positions of all 143 atoms, in Å:
Zn1 -3.8544 1.4554 -0.9598
As1 -0.3437 -0.0385 -0.5468
F1 -2.0084 0.6219 -0.5772
F2 -0.8918 -1.1610 0.6520
F3 1.3443 -0.7148 -0.5245
F4 0.1871 1.1914 -1.7277
F5 0.1244 1.1460 0.7532
F6 -0.7292 -1.1736 -1.8680
C1 6.7803 -0.2858 -4.9253
C2 6.0439 1.0861 -4.9915
C3 4.9254 1.2123 -3.8326
O1 4.3175 2.5101 -3.9707
C4 3.3089 2.6364 -2.9747
N1 7.0506 2.1620 -4.7678
H1 7.1596 -0.4406 -3.9152
H2 7.5698 -0.3682 -5.6722
H3 6.1185 -1.1145 -5.1799
H4 5.5130 1.2388 -5.9311
H5 5.4384 1.1339 -2.8718
H6 4.3175 0.3056 -3.8322
H7 3.6442 2.7161 -1.9383
H8 2.5747 1.8352 -2.8583
H9 2.5565 3.4240 -3.0424
H10 6.6124 2.9470 -4.3048
H11 7.7130 1.8154 -4.0865
C5 -4.9496 -2.5217 -2.0978
C6 -4.1106 -1.2581 -1.8937
C7 -4.0768 -0.3833 -3.1567
O2 -3.4647 0.8675 -2.8408
C8 -3.0659 1.4808 -4.0626
N2 -4.6921 -0.5148 -0.7653
H12 -4.9619 -3.0976 -1.1721
H13 -4.4184 -3.1524 -2.8112
H14 -5.9666 -2.2766 -2.4036
H15 -3.1101 -1.5176 -1.5476
H16 -5.0577 -0.2687 -3.6207
H17 -3.5603 -1.0898 -3.8082
H18 -3.8791 1.8535 -4.6863
H19 -2.4893 0.8269 -4.7174
H20 -2.3647 2.2929 -3.8737
H21 -4.7890 -1.2453 -0.0708
H22 -5.6806 -0.4244 -0.9741
C9 5.6341 -0.1003 4.5282
C10 4.5394 0.9114 4.3863
C11 4.2775 1.5299 2.9810
O3 3.4806 2.7036 3.0884
C12 3.1035 3.3421 1.8358
N3 3.3089 0.2585 4.8600
H23 6.5576 0.3252 4.1347
H24 5.3817 -0.9602 3.9057
H25 5.7162 -0.4634 5.5515
H26 4.8479 1.7704 4.9843
H27 3.7986 0.7697 2.3602
H28 5.1924 1.7846 2.4412
H29 2.6102 2.6060 1.1991
H30 4.0476 3.7100 1.4334
H31 2.3796 4.1468 1.9602
H32 2.5407 0.9126 4.8480
H33 3.0964 -0.6179 4.4057
C13 -3.4267 -0.2347 2.4628
C14 -4.4788 0.8352 2.1001
C15 -5.0493 1.5719 3.3116
O4 -6.1725 2.3999 3.0142
C16 -6.7453 3.0454 4.1272
N4 -3.9531 1.8424 1.1260
H34 -3.8339 -0.9629 3.1638
H35 -2.5447 0.2318 2.9016
H36 -3.1254 -0.7637 1.5592
H37 -5.3495 0.4010 1.6071
H38 -4.3252 2.1970 3.8391
H39 -5.2157 0.7596 4.0224
H40 -5.9890 3.7174 4.5348
H41 -7.1684 2.3293 4.8323
H42 -7.5784 3.6535 3.7756
H43 -4.7625 2.4543 1.1143
H44 -3.2886 2.4397 1.6030
C17 0.2555 1.5049 3.9110
C18 0.2830 2.9046 4.5402
C19 -0.8760 3.2731 5.5049
O5 -2.0953 3.5098 4.8534
C20 -3.0490 4.0317 5.7422
N5 1.5661 3.0496 5.1856
H45 1.1066 1.2937 3.2613
H46 -0.5853 1.3999 3.2243
H47 0.3678 0.6439 4.5706
H48 0.2216 3.6896 3.7822
H49 -0.5900 4.2039 5.9995
H50 -1.0271 2.5033 6.2640
H51 -4.0179 4.0419 5.2422
H52 -2.8153 5.0755 5.9584
H53 -3.1701 3.4525 6.6585
H54 2.2810 2.9918 4.4695
H55 1.6063 3.9653 5.6125
C21 0.4765 -9.5564 1.1185
C22 1.1518 -8.9537 -0.1197
O6 0.7077 -7.5645 -0.1845
C23 1.4314 -6.6065 0.4347
O7 2.4850 -6.7473 1.0951
O8 0.7252 -5.4303 0.2083
C24 1.2229 -4.1851 0.6350
H56 0.8833 -10.5258 1.4056
H57 -0.6028 -9.6397 0.9898
H58 0.5787 -8.8917 1.9769
H59 0.6723 -9.3969 -0.9914
H60 2.2283 -9.1029 -0.0480
H61 0.3802 -3.5021 0.7402
H62 1.9841 -3.7909 -0.0383
H63 1.6569 -4.1349 1.6346
C25 -1.4607 -3.0847 -4.2308
C26 0.0642 -3.2569 -4.2436
O9 0.3343 -4.5207 -3.6579
C27 1.6138 -4.7747 -3.3029
O10 2.5911 -4.0638 -3.4494
O11 1.6380 -6.0562 -2.7599
C28 2.8550 -6.6626 -2.4276
H64 -1.8255 -3.0778 -3.2022
H65 -2.0258 -3.8155 -4.8068
H66 -1.6436 -2.0285 -4.4353
H67 0.6055 -2.4870 -3.6935
H68 0.4963 -3.2506 -5.2449
H69 3.5281 -6.8342 -3.2689
H70 2.7483 -7.6560 -1.9944
H71 3.3827 -6.0014 -1.7394
C29 -5.0959 5.7156 -2.5855
C30 -4.0609 4.8207 -3.1888
O12 -2.8110 5.0909 -2.5662
C31 -2.3245 4.2192 -1.7452
O13 -2.6832 3.0923 -1.4458
O14 -1.2666 4.8039 -1.1313
C32 -0.2640 4.0195 -0.4755
H72 -5.4625 5.3990 -1.6090
H73 -5.9600 5.8174 -3.2420
H74 -4.6331 6.6995 -2.5090
H75 -3.9063 5.1295 -4.2226
H76 -4.3182 3.7620 -3.1731
H77 -0.7732 3.2768 0.1375
H78 0.2402 4.6937 0.2161
H79 0.4788 3.6167 -1.1623
C33 4.3075 -1.6338 -0.4563
Cl1 5.6367 -1.6436 -1.5950
Cl2 4.6690 -2.1312 1.2544
H80 3.9654 -0.6009 -0.4407
H81 3.5754 -2.3411 -0.8409

Computed properties:
highest occupied orbital energy: -9.973 eV
Kohn-Sham gap: 6.02 eV
total charge: +1
DFT total energy: -8167.58361 Ha
LUMO level: -3.9 eV
relative energy (zero: lowest compared OMol25 entry of this formula, charge and spin): 84.4 kcal per mole

Here are the Mulliken charges for atoms 1 to 6, given in e: -0.04 1.89 0.57 -0.45 -0.52 -0.48